Entry from OMol25: C23H41F5OP2TeTi as an isolated structure (ωB97M-V with the def2-TZVPD basis set).

Values from the calculation:
energy above the lowest of the compared OMol25 structures with the same formula, charge and spin = 67.9 kJ/mol
HOMO (spin up / spin down) = -0.360 / -0.358 Eh

Structure (ORCA input):
```
! RIJCOSX wB97M-V def2-TZVPD def2/J DEFGRID3
* xyz 1 2
Ti 2.52215 -1.15661 0.18432
C -0.97470 -1.10535 3.01273
C -0.63329 -2.03441 2.00864
C 1.21202 -1.72849 3.36499
C 0.16324 -0.90528 3.84822
C 0.74116 -2.40075 2.19299
C -2.31698 -0.53194 3.27010
H -2.89618 -0.47270 2.34209
H -2.23651 0.47838 3.68989
H -2.89395 -1.14183 3.98557
C 0.22728 -0.08161 5.06606
H -0.56735 0.67192 5.05624
H 1.19428 0.43207 5.10828
H 0.10998 -0.69313 5.97589
C 2.53171 -1.89715 3.99505
H 2.87168 -2.93188 3.85696
H 2.46158 -1.69172 5.07070
H 3.30032 -1.23127 3.57575
C 1.45762 -3.50702 1.49964
H 1.95980 -4.12334 2.26091
H 2.25047 -3.22949 0.75614
H 0.71229 -4.14556 1.00906
C -1.54866 -2.60951 0.99443
H -1.39765 -3.69185 0.89703
H -1.39607 -2.17182 -0.00509
H -2.59743 -2.44847 1.27353
C -1.89770 2.60235 0.39094
C -2.83644 1.64335 0.40312
C -3.32465 0.77210 -0.72116
C -2.85559 1.13841 -2.15155
C -1.54533 0.40419 -2.44375
C -0.57899 0.56069 -1.30154
C -0.01005 1.91876 -1.06060
C -1.04152 3.03817 -0.75763
H -4.42837 0.83715 -0.70674
H -2.76213 2.22519 -2.24484
H -3.10640 -0.29857 -0.50009
H -1.60139 3.37231 -1.65256
H -1.65613 3.16255 1.29781
H -3.36059 1.50124 1.35321
H -0.44809 3.92200 -0.47261
H 0.66505 1.84925 -0.19697
H -0.87397 0.06670 -0.36678
H 0.66163 2.28497 -1.85672
H -3.61873 0.79253 -2.86541
H -1.77192 -0.66189 -2.61288
P -0.34383 0.78981 -3.77912
C -0.34052 2.58723 -3.99827
C -0.95810 0.19740 -5.35950
P 1.18403 -0.65466 -1.65221
C 1.27776 0.21860 -3.31886
C 0.70549 -2.29653 -2.37195
C 3.29429 -0.49608 -1.74126
H 0.53528 3.08348 -3.56623
H -1.25947 3.06044 -3.63349
H -0.29963 2.73581 -5.08208
H -0.44625 0.78016 -6.14228
H -2.03936 0.40132 -5.40095
H -0.76743 -0.87530 -5.49848
H 3.49071 -0.43438 -2.82377
H 3.88009 -1.38355 -1.38999
H 3.62809 0.45963 -1.29499
H 1.99530 1.05809 -3.24411
H 1.66812 -0.50740 -4.05711
H 1.17684 -3.14759 -1.84510
H 0.99900 -2.34841 -3.43728
H -0.39327 -2.39252 -2.29353
F 2.72049 1.51332 4.11934
Te 2.24557 2.50588 2.46621
F 2.21611 4.04774 3.57226
F 4.15460 -1.68793 0.89002
F 0.47083 2.06514 2.93439
F 1.30637 3.65270 1.14821
O 2.03337 0.28494 0.97678
*
```

Atomic partial charges in e from the Mulliken method, atoms 1 to 4: -0.543, 0.626, -0.082, 0.498

Entry from OMol25: C23H41F5OP2TeTi as an isolated structure (ωB97M-V with the def2-TZVPD basis set).

Values from the calculation:
energy above the lowest of the compared OMol25 structures with the same formula, charge and spin = 82.8 kJ/mol
HOMO (spin up / spin down) = -0.396 / -0.397 Eh

Structure (ORCA input):
```
! RIJCOSX wB97M-V def2-TZVPD def2/J DEFGRID3
* xyz 1 2
Ti 0.27787 -0.24663 1.39353
C -1.77048 -0.89824 3.38423
C -1.34923 -1.84361 2.39420
C 0.45768 -1.32658 3.77525
C -0.66053 -0.56173 4.20153
C 0.05863 -2.11241 2.62490
C -3.16424 -0.45862 3.62675
H -3.77812 -0.51273 2.71949
H -3.19640 0.57213 4.00092
H -3.65458 -1.08731 4.38643
C -0.69029 0.32705 5.38071
H -1.52574 1.03158 5.32463
H 0.24111 0.89593 5.45994
H -0.80571 -0.25780 6.30384
C 1.70802 -1.51397 4.53355
H 1.56272 -2.20068 5.38106
H 2.05625 -0.56398 4.93410
H 2.50207 -1.91557 3.90015
C 0.84625 -3.22066 2.02241
H 0.71660 -4.15199 2.59529
H 1.91876 -2.98493 2.02032
H 0.54565 -3.43020 0.98827
C -2.24375 -2.67296 1.54453
H -2.48703 -3.63430 2.03114
H -1.77377 -2.90716 0.57993
H -3.19419 -2.16506 1.34763
C -0.65052 1.77971 0.62544
C -1.73342 0.94626 0.82071
C -2.39628 0.13963 -0.25041
C -1.46366 -0.66203 -1.19585
C -0.12232 -1.14029 -0.72012
C 1.08244 -0.43015 -0.67263
C 1.29673 1.04247 -0.90747
C 0.05782 1.93726 -0.68728
H -3.03097 0.79416 -0.87888
H -1.34672 -0.06806 -2.13045
H -3.11883 -0.54990 0.21472
H -0.67466 1.77224 -1.50771
H -0.47682 2.56466 1.35842
H -2.31499 1.07213 1.73830
H 0.38365 2.98190 -0.79232
H 2.12200 1.41404 -0.28285
H 2.00676 -1.02592 -0.66777
H 1.66993 1.19874 -1.93968
H -2.02836 -1.56125 -1.50734
H -0.00478 -2.23001 -0.70371
P -0.60707 1.44255 -3.61582
C -0.82297 3.22141 -3.99709
C -1.75987 0.69804 -4.83150
P 1.68961 -0.52784 -3.69529
C 1.03220 1.08397 -4.37983
C 0.98611 -1.60063 -5.03385
C 3.34747 -0.45917 -4.51916
H 0.00414 3.81078 -3.57751
H -1.76916 3.55462 -3.54813
H -0.87194 3.36993 -5.08379
H -1.65474 1.20461 -5.79942
H -2.77668 0.87178 -4.44997
H -1.60174 -0.38131 -4.95857
H 3.21507 -0.17932 -5.57241
H 3.80188 -1.45782 -4.46390
H 3.99376 0.27181 -4.02083
H 1.73882 1.90343 -4.17217
H 0.88206 1.02332 -5.47158
H 1.58291 -2.52312 -5.06599
H 1.08888 -1.07982 -5.99650
H -0.06383 -1.85111 -4.84537
F 2.42118 1.42134 4.64440
Te 2.45023 2.22136 2.89310
F 2.84620 3.93467 3.68291
F 4.25071 1.56200 2.63767
F 0.61534 2.67323 3.21385
F 2.37256 3.06024 1.16376
O 1.75432 0.59589 2.09508
*
```

Atomic partial charges in e from the Mulliken method, atoms 1 to 4: 0.074, 0.392, 1.550, 0.039

Entry from OMol25: C23H41FIrN10SbSi as an isolated structure (ωB97M-V with the def2-TZVPD basis set).

Values from the calculation:
energy above the lowest of the compared OMol25 structures with the same formula, charge and spin = 0.0 kJ/mol
HOMO (spin up / spin down) = -0.414 / -0.417 Eh

Structure (ORCA input):
```
! RIJCOSX wB97M-V def2-TZVPD def2/J DEFGRID3
* xyz 1 2
Ir -0.10712 1.13768 0.82477
C -1.59065 2.21037 -1.57494
Si 0.04564 3.09807 -1.41531
C -0.04868 4.60168 -0.32526
C 0.62062 3.47143 -3.14729
N 1.14635 1.94527 -0.48697
C 2.48400 2.10074 -0.42976
C 3.14958 3.18014 -1.07302
C 4.51149 3.30309 -1.04396
C 5.28946 2.34079 -0.38691
C 4.68951 1.26364 0.24593
C 3.32239 1.16622 0.23233
F 2.76613 0.14640 0.85443
H -2.31941 2.96828 -1.88170
H -2.01195 1.75094 -0.67039
H -1.55531 1.45570 -2.36012
H -0.56476 5.41291 -0.84398
H 0.94736 4.95588 -0.05227
H -0.59320 4.39434 0.59758
H -0.27555 3.74904 -3.70978
H 1.05568 2.60072 -3.64294
H 1.32061 4.30196 -3.23257
H 2.56105 3.93316 -1.57755
H 4.98616 4.14562 -1.52656
H 6.36609 2.43970 -0.36521
H 5.26238 0.51616 0.77640
N -0.76006 1.56026 4.20362
C 0.47735 1.90797 3.74572
N 1.43862 2.38718 4.49338
N 2.45156 2.63450 3.63824
N 2.14673 2.29975 2.44690
N 0.86515 1.83900 2.45076
C -1.79722 1.26941 3.37480
N -3.05773 1.17102 3.72564
N -3.71726 0.91767 2.57941
N -2.91853 0.85215 1.58348
N -1.65680 1.05566 2.05202
H -0.96033 1.71824 5.17910
C -3.45513 -0.70907 -1.42189
C -2.83707 -1.86065 -0.63954
C -2.78376 -3.12502 -1.50028
C -3.68741 -2.15984 0.59229
Sb -0.73740 -1.35754 -0.07777
C 0.53923 -1.88371 -1.81655
C 1.93933 -1.31557 -1.61447
C -0.04977 -1.22296 -3.06170
C 0.65713 -3.39577 -1.98959
C -0.21592 -2.66023 1.60863
C -0.69497 -4.09032 1.36497
C 1.29911 -2.64625 1.78273
C -0.87321 -2.09315 2.86550
H -4.44555 -1.02749 -1.76158
H -2.87819 -0.44057 -2.30752
H -3.58517 0.17026 -0.79374
H -3.81673 -3.43380 -1.68868
H -2.28808 -3.95663 -1.00040
H -2.31834 -2.96512 -2.46906
H -4.70395 -2.35683 0.23693
H -3.74524 -1.32985 1.28698
H -3.35941 -3.05345 1.12120
H 1.92019 -0.22697 -1.56124
H 2.54446 -1.59155 -2.48401
H 2.43344 -1.70910 -0.72782
H -0.07581 -0.13606 -2.95315
H -1.04816 -1.56891 -3.31490
H 0.59868 -1.44662 -3.91475
H 1.09651 -3.87122 -1.11343
H 1.33508 -3.58669 -2.82741
H -0.28716 -3.88372 -2.21598
H -0.25355 -4.53942 0.47662
H -1.77744 -4.16682 1.29064
H -0.38818 -4.69714 2.22247
H 1.82004 -3.08236 0.92853
H 1.55123 -3.24886 2.66076
H 1.68127 -1.64204 1.95514
H -1.95489 -1.98479 2.77152
H -0.44574 -1.12714 3.13782
H -0.67885 -2.77980 3.69468
*
```

Atomic partial charges in e from the Mulliken method, atoms 1 to 4: 1.608, -1.084, 0.583, -1.245

Entry from OMol25: C23H41FIrN4O7P as an isolated structure (ωB97M-V with the def2-TZVPD basis set).

Values from the calculation:
energy above the lowest of the compared OMol25 structures with the same formula, charge and spin = 59.0 kJ/mol
HOMO (spin up / spin down) = -0.633 / -0.651 Eh

Structure (ORCA input):
```
! RIJCOSX wB97M-V def2-TZVPD def2/J DEFGRID3
* xyz 3 6
Ir 0.10110 0.26600 -0.46530
C -2.52780 4.25560 0.84760
N -2.09670 3.29210 1.83280
C -2.33270 3.64980 3.21310
C -1.53710 2.14660 1.45880
O -1.38550 1.84550 0.25730
C -1.09800 1.18850 2.56480
O -0.37530 0.09850 2.02300
C -0.66300 -1.19640 2.51380
C -1.04860 -2.11770 1.35200
O -0.86300 -1.73170 0.17550
N -1.56380 -3.29990 1.62600
C -1.96130 -4.18300 0.54910
C -1.75280 -3.81570 2.96460
H -3.61810 4.28520 0.80000
H -2.18480 5.25150 1.12900
H -2.13700 3.99010 -0.13130
H -3.06440 4.45510 3.25820
H -2.71850 2.81470 3.79570
H -1.41600 4.00930 3.68920
H -0.45000 1.73530 3.26400
H -1.99140 0.83730 3.09500
H 0.25010 -1.60080 2.97480
H -1.46010 -1.17860 3.26390
H -2.00160 -3.63120 -0.38640
H -1.24600 -5.00040 0.45250
H -2.94230 -4.60610 0.76080
H -0.94180 -3.52650 3.62930
H -2.70240 -3.47980 3.38670
H -1.77780 -4.90290 2.91610
C 0.70990 2.45280 -3.00490
C -0.11590 1.44020 -3.78280
C 0.22530 1.42950 -5.25560
P -0.07200 -0.22280 -2.88670
C 1.32550 -1.31820 -3.52340
C 2.63930 -0.56510 -3.44770
C 1.08690 -1.95750 -4.87600
C -1.69580 -1.06340 -3.26340
C -2.18250 -0.99860 -4.70520
C -2.74650 -0.45730 -2.33240
H 0.47860 3.45510 -3.36250
H 1.77890 2.30210 -3.14190
H 0.48430 2.41260 -1.93120
H -1.18110 1.69150 -3.66930
H 1.28920 1.29510 -5.43510
H -0.03420 2.40470 -5.67210
H -0.34050 0.68970 -5.81340
H 1.33160 -2.11090 -2.75960
H 2.71760 0.20890 -4.20740
H 3.46080 -1.25750 -3.62250
H 2.78800 -0.11920 -2.46720
H 0.94940 -1.22400 -5.66840
H 0.25040 -2.65060 -4.86000
H 1.97690 -2.53140 -5.13960
H -1.53720 -2.11360 -2.98640
H -2.42870 0.01600 -5.00510
H -3.10050 -1.58120 -4.77530
H -1.48210 -1.42010 -5.41840
H -2.97140 0.56930 -2.61440
H -2.40320 -0.46230 -1.29550
H -3.66960 -1.02820 -2.39600
F 6.73960 -2.29110 2.02150
C 6.35000 -1.45870 1.08890
C 5.47580 -0.44850 1.39120
N 5.03310 0.39870 0.45170
C 4.04750 1.39990 0.72890
C 2.62620 0.94460 0.32350
O 1.68200 1.72880 0.50960
O 2.46150 -0.17140 -0.20480
C 5.42440 0.26770 -0.91540
O 4.91430 0.96290 -1.74790
N 6.35780 -0.68990 -1.15800
C 6.86150 -1.66390 -0.28490
O 7.57960 -2.54320 -0.64990
H 5.13650 -0.31680 2.41120
H 4.25140 2.28530 0.11430
H 4.05090 1.68550 1.78310
H 6.71210 -0.73690 -2.11380
*
```

Atomic partial charges in e from the Mulliken method, atoms 1 to 4: 2.490, -1.017, 0.131, -0.993

Entry from OMol25: C23H41IO4Pd as an isolated structure (ωB97M-V with the def2-TZVPD basis set).

Values from the calculation:
HOMO = -0.482 Eh

Structure (ORCA input):
```
! RIJCOSX wB97M-V def2-TZVPD def2/J DEFGRID3
* xyz 2 1
C -7.30639 3.78705 -3.16871
C -6.46198 2.97261 -4.15761
O -5.58693 2.08609 -3.47598
C -4.21419 2.25921 -3.71038
C -3.48023 0.98130 -3.33810
C -1.95738 1.19005 -3.21879
C -1.38059 0.70810 -1.87101
C -0.02430 -0.03306 -1.98883
C 0.06006 -1.22478 -1.03266
O -0.19637 -2.42186 -1.77116
C 1.00857 -2.90694 -2.19219
O 1.14336 -3.79395 -2.96104
O 2.00826 -2.25076 -1.55770
C 1.42065 -1.57665 -0.42147
C 2.25497 -0.38113 -0.01783
C 3.65152 -0.67922 0.52339
C 4.47878 0.56750 0.92280
C 5.60472 0.11306 1.86358
C 3.67987 1.70107 1.55547
C 3.28047 1.50555 3.06882
C 2.44452 0.33124 3.26020
C 1.07289 0.34877 3.55576
C 0.12299 1.27925 2.90777
C 0.56074 -0.62826 4.53040
C 1.31420 -2.60870 0.76045
I 2.84284 -4.11102 0.73009
C -0.01775 -3.37914 0.91788
C -0.31343 -3.61085 2.41690
H -8.36610 3.66109 -3.36565
H -7.09910 3.43691 -2.16028
H -7.05000 4.84199 -3.22634
H -7.12061 2.35879 -4.77651
H -5.90759 3.62283 -4.83340
H -3.82727 3.09392 -3.10637
H -4.03076 2.49361 -4.76340
H -3.68215 0.25493 -4.12531
H -3.90613 0.57075 -2.42395
H -1.75610 2.25753 -3.30665
H -1.45614 0.66191 -4.02505
H -2.10703 0.04700 -1.39647
H -1.24214 1.56060 -1.20371
H 0.76106 0.69492 -1.81217
H 0.08291 -0.39282 -3.00829
H -0.65945 -1.08896 -0.22454
H 2.38001 0.29720 -0.85871
H 1.65189 0.16460 0.71910
H 4.19863 -1.17467 -0.27886
H 3.64526 -1.36481 1.37030
H 4.98504 0.95330 0.03639
H 6.26915 -0.57651 1.34823
H 6.17988 0.95238 2.25018
H 5.20408 -0.44105 2.71566
H 4.29569 2.60222 1.55540
H 2.78201 1.95603 0.99682
H 4.17585 1.42307 3.68888
H 2.74537 2.39848 3.39403
H 2.91066 -0.64935 3.16371
H 0.61611 1.95429 2.21510
H -0.38714 1.86066 3.68289
H -0.62792 0.68040 2.38498
H -0.20331 -0.18293 5.16497
H 1.33647 -1.09960 5.12880
H 0.06551 -1.43927 3.95638
H 1.48415 -2.04899 1.68265
H 0.10419 -4.35463 0.45418
H -0.86122 -2.86766 0.47642
H 0.58803 -3.59031 3.02565
H -1.03315 -2.87576 2.78469
H -0.81786 -4.59513 2.58714
Pd -0.33064 -6.28149 1.98311
*
```

Atomic partial charges in e from the natural (NBO) method, atoms 1 to 4: -0.635, -0.071, -0.464, -0.054

Entry from OMol25: C23H42AlN3OP2 as an isolated structure (ωB97M-V with the def2-TZVPD basis set).

Values from the calculation:
energy above the lowest of the compared OMol25 structures with the same formula, charge and spin = 88.2 kJ/mol
HOMO = -0.546 Eh

Structure (ORCA input):
```
! RIJCOSX wB97M-V def2-TZVPD def2/J DEFGRID3
* xyz 2 1
Al -0.20592 -0.12971 0.32922
P -0.34470 2.24165 0.30167
P 0.08196 -2.09539 -1.10214
N -1.95311 -0.56736 1.09515
C -1.89220 1.94430 1.34482
H -1.54995 1.81093 2.38837
H -2.51204 2.84673 1.33094
C -2.75764 0.70877 0.99631
H -3.60969 0.70153 1.68419
H -3.20549 0.84896 -0.04230
C -2.50574 -1.66603 0.27164
H -2.95993 -1.33399 -0.67850
H -3.31553 -2.19723 0.79156
C -1.39979 -2.68567 -0.01134
H -1.75621 -3.60396 -0.48114
H -0.90568 -2.98253 0.92743
C 1.15627 -3.59983 -0.78977
C 1.87910 -3.57765 0.56633
H 1.19105 -3.47099 1.41491
H 2.63409 -2.78030 0.62038
H 2.40041 -4.54246 0.68269
C -0.49812 -2.29295 -2.87597
C 0.58402 -2.02100 -3.92575
H 0.14076 -2.06916 -4.92758
H 1.39386 -2.75440 -3.89789
H 1.01366 -1.02320 -3.80858
C -0.62309 3.49208 -1.08941
C 0.66206 4.08192 -1.65958
H 0.41067 4.75111 -2.48757
H 1.32263 3.31085 -2.06051
H 1.21886 4.67197 -0.92788
C 0.76783 3.05805 1.55570
C 2.26277 3.22962 1.21559
H 2.84705 3.00293 2.12327
H 2.50297 4.26962 0.93845
H 2.61115 2.55562 0.42243
C -2.15210 1.03759 -3.77204
C -1.18202 -3.65676 -3.07556
H -0.74776 -4.44785 -2.44748
H -2.25459 -3.59565 -2.84369
H -1.09087 -3.98634 -4.11947
C -1.62484 4.57416 -0.69702
H -1.82826 5.22391 -1.55581
H -2.58784 4.17320 -0.35992
H -1.23633 5.22758 0.09272
C 0.16394 4.37693 2.05019
H 0.62598 4.63979 3.01235
H 0.37419 5.20507 1.35849
H -0.91890 4.32061 2.21993
C 2.16283 -3.98680 -1.88039
H 2.81067 -3.15057 -2.17145
H 2.81705 -4.78232 -1.49162
H 1.67605 -4.39669 -2.77178
H 0.41237 -4.41380 -0.73647
H 0.71552 2.33170 2.38643
H -1.25838 -1.49863 -2.98184
H -1.06440 2.84649 -1.86403
O -1.21069 1.28869 -4.45534
H -2.14112 0.88112 -2.72299
H -3.23413 0.91958 -3.82158
N -0.32588 -2.31498 6.23002
C 0.12354 -1.85424 5.23332
C 0.83081 -1.29447 4.12016
C 2.18987 -1.06141 4.27664
C 2.91159 -0.52894 3.22325
C 2.26233 -0.23498 2.02933
N 0.92723 -0.45210 1.88631
C 0.21139 -0.97645 2.92279
H 2.64626 -1.30156 5.22988
H 3.97417 -0.33306 3.32516
H 2.79986 0.18583 1.17750
H -0.86390 -1.09750 2.75890
*
```

Atomic partial charges in e from the Mulliken method, atoms 1 to 4: -1.960, 1.340, 0.759, 0.043